21
Properties=species:S:1:pos:R:3 method="wB97M-V/def2-TZVPD" total_energy_ha=-1333.12744 lumo_ev=0.39 homo_lumo_gap_ev=10.127 smiles="[H]/N=C(/N)c1ccccc1.O=P(=O)Cl"
C 1.9066 -1.5323 0.7593
C 1.9875 -0.1606 0.7411
C 0.7581 -2.1211 0.2978
C 0.8771 0.6240 0.5600
C -0.3852 -1.3145 -0.0394
C -0.3553 0.0390 0.0600
C -1.4793 0.9278 -0.3901
N -1.0777 2.0008 -1.0364
N -2.7029 0.7607 -0.0081
O -3.5243 3.7141 -0.4239
O -4.5390 2.3025 -2.3121
P -4.3301 2.6410 -0.9422
Cl -5.6680 2.0341 0.3399
H 2.7317 -2.1936 0.9887
H 2.8835 0.4042 1.2072
H 0.8794 -3.2041 0.1781
H 0.6579 1.7528 0.6605
H -1.2879 -1.6606 -0.6398
H -0.1160 2.1642 -1.2130
H -1.6547 2.9087 -1.0064
H -2.7761 0.0938 0.7772

***

71
Properties=species:S:1:pos:R:3 method="wB97M-V/def2-TZVPD" spin_multiplicity=2 total_energy_ha=-2583.82707 total_charge=+3 lumo_ev="-11.32 / -11.68" homo_lumo_gap_ev="4.658 / 4.310" s2=0.7557
Ce -0.2839 -0.3381 -0.0278
P 0.6433 -2.8764 -0.9069
P 2.4548 -0.2291 1.0431
P -3.1102 0.1375 -0.1577
H 2.3331 3.8906 -0.2201
C 1.3597 4.3810 -0.2572
C 0.5878 4.5032 0.8862
H 0.9263 4.0949 1.8465
C 1.4372 -2.7565 -2.5741
C 1.6913 -4.0705 -0.0688
C -0.8527 -3.8567 -1.2374
C 2.6624 1.3425 1.9603
C 3.0819 -1.4242 2.2777
C 3.8529 -0.1543 -0.1327
C -3.5316 1.8343 0.4068
C -4.3257 -0.8447 0.7946
C -3.8561 0.1440 -1.8315
H 0.9748 4.6951 -1.2138
H -0.4126 4.9269 0.8371
H 1.7010 -3.7608 -2.8421
H 2.3259 -2.1053 -2.5101
H 0.7364 -2.3085 -3.2955
H 1.8432 -4.9398 -0.7315
H 1.2075 -4.4228 0.8542
H 2.6709 -3.6517 0.1888
H -0.6255 -4.6057 -2.0117
H -1.6983 -3.2443 -1.5772
H -1.1613 -4.3863 -0.3236
H 3.7337 1.5307 2.1204
H 2.1667 1.2729 2.9368
H 2.2278 2.1917 1.4146
H 4.1764 -1.3480 2.3414
H 2.8069 -2.4473 1.9953
H 2.6490 -1.2132 3.2629
H 4.7994 -0.1873 0.4247
H 3.8084 0.7758 -0.7154
H 3.8110 -1.0046 -0.8281
H -4.3819 2.2260 -0.1701
H -2.6668 2.4977 0.2703
H -3.7876 1.8117 1.4741
H -5.3149 -0.8195 0.3170
H -4.3955 -0.4468 1.8150
H -3.9737 -1.8831 0.8473
H -4.8488 0.6151 -1.7957
H -3.9490 -0.8888 -2.1944
H -3.2091 0.6989 -2.5240
C 0.1290 1.0838 -3.0273
C 0.7950 0.3558 -4.0515
C 0.4059 0.6834 -5.3464
C -0.5614 1.6648 -5.5798
C -1.1160 2.3914 -4.5295
C -0.7346 2.1583 -3.2558
O 0.0867 0.9333 -1.6748
H 0.7478 -1.4305 -1.1794
H 1.5701 -0.3800 -3.8534
H 0.8438 0.1883 -6.1993
H -0.8997 1.8871 -6.5879
H -1.8403 3.1636 -4.6586
H -1.0842 2.6272 -2.3329
N 0.2756 -0.0743 7.7548
C 0.0425 -0.0091 6.5900
C -0.2486 0.0748 5.1597
C -0.1471 -1.0761 4.3718
C -0.3987 -0.9715 3.0138
N -0.6403 0.2270 2.4090
C -0.8139 1.3187 3.1914
C -0.6100 1.2890 4.5611
H 0.1355 -2.0315 4.8129
H -0.4013 -1.8582 2.3722
H -1.1123 2.2381 2.7031
H -0.7082 2.1904 5.1695

***

50
Properties=species:S:1:pos:R:3 method="wB97M-V/def2-TZVPD" total_energy_ha=-3836.17386 total_charge=+1 lumo_ev=-2.53 homo_lumo_gap_ev=7.389
Pb 0.0450 0.0849 -1.5816
N -2.4577 0.3505 -1.7386
C -3.0323 1.3034 -0.7557
C -3.2494 0.6784 0.6138
C -1.9967 0.3688 1.4192
N -1.0765 -0.5575 0.7277
H -2.6357 0.6829 -2.6826
H -2.9313 -0.5453 -1.6503
H -3.9848 1.6831 -1.1281
H -2.3524 2.1566 -0.6753
H -3.8646 -0.2234 0.5116
H -3.8423 1.3831 1.2000
H -2.2919 -0.0409 2.3880
H -1.4442 1.2898 1.6146
H -1.4899 -1.4845 0.6619
H -0.2497 -0.6826 1.3099
N 1.0264 2.8772 0.5539
C 0.7388 1.9595 -0.1121
H 1.1227 3.8784 0.4963
C 4.2495 -3.2634 1.9483
N 4.5729 -2.0285 2.6372
C 3.8020 -0.9241 2.6917
Se 2.1806 -0.6057 1.8656
N 4.4481 -0.0333 3.4746
C 5.6485 -0.5598 3.9363
C 6.6450 -0.0471 4.7502
C 7.7343 -0.8691 4.9892
C 7.8210 -2.1513 4.4357
C 6.8165 -2.6614 3.6296
C 5.7272 -1.8371 3.3969
H 3.2616 -3.1560 1.5108
H 4.2516 -4.0880 2.6597
H 4.9803 -3.4545 1.1634
H 4.0621 0.8743 3.6698
H 6.5787 0.9428 5.1805
H 8.5369 -0.5111 5.6193
H 8.6940 -2.7561 4.6387
H 6.8814 -3.6542 3.2062
Te -0.0190 2.7546 -2.9382
C 1.8259 2.1002 -3.7221
C 1.9341 0.8879 -4.4035
C 3.1517 0.4911 -4.9417
C 4.2682 1.3027 -4.8107
C 4.1654 2.5111 -4.1365
C 2.9529 2.9097 -3.5903
H 1.0597 0.2627 -4.5485
H 3.2213 -0.4471 -5.4772
H 5.2130 1.0002 -5.2422
H 5.0320 3.1520 -4.0373
H 2.8823 3.8556 -3.0689

***

7
Properties=species:S:1:pos:R:3 method="wB97M-V/def2-TZVPD" total_energy_ha=-299.02815 lumo_ev="-1.20 / -1.20" homo_lumo_gap_ev="8.683 / 8.685" smiles="C=N[N+](=O)[O-]"
C 0.0739 0.0853 0.2589
N 0.3427 0.7713 1.2376
N 1.2882 0.7290 2.1263
O 1.9456 1.5216 2.6718
O 0.9546 -0.7116 2.8159
H -0.9714 0.2397 -0.0366
H 0.7947 -0.7207 -0.2877

***

8
Properties=species:S:1:pos:R:3 method="wB97M-V/def2-TZVPD" total_energy_ha=-282.95025 lumo_ev=-0.21 homo_lumo_gap_ev=7.716
C 0.0819 -0.0370 0.3353
C -1.2841 0.0536 -0.0768
N 1.1511 0.0882 0.7379
O 2.3606 -0.3967 -0.8413
O 2.3947 -0.0318 0.5054
H -1.0782 0.3402 -1.0990
H -1.8526 -0.9119 -0.1815
H -1.7733 0.8954 0.6200

***

9
Properties=species:S:1:pos:R:3 method="wB97M-V/def2-TZVPD" total_energy_ha=-1315.44858 lumo_ev=-0.57 homo_lumo_gap_ev=8.807 smiles="C=P(=S)Cl.O"
C -0.9200 -0.6552 1.6239
O -0.0638 0.2528 -3.1709
P 0.5075 0.0544 1.2601
S 1.7377 -0.3099 -0.2729
Cl 1.2064 1.6702 2.2768
H 0.0929 -0.3422 -2.4223
H -1.5322 -0.2807 2.3243
H -1.1511 -1.5108 1.1215
H 0.1225 1.1213 -2.7405